*a*
One molecule with the formula C3H5N3O, computed with ωB97M-V/def2-TZVPD.

Geometry as XYZ:
```
12
Properties=species:S:1:pos:R:3:nbo_charge:R:1
O 0.12150 -1.98105 -1.33382 -0.70
C 0.65682 -1.61071 -0.08022 -0.10
C 0.21986 -0.17362 0.26301 0.28
N 0.24072 0.74736 -0.69455 -0.32
N -0.41669 1.77440 -0.13865 -0.34
C -0.80474 1.49741 1.10953 0.17
N -0.39042 0.23382 1.41480 -0.47
H 0.42082 -1.31237 -1.96320 0.47
H 1.75390 -1.72492 -0.08053 0.18
H 0.26504 -2.34651 0.63282 0.21
H -0.66349 2.58029 -0.69585 0.41
H -1.40330 2.31590 1.56665 0.21
```

Properties
- Molecular weight: 99.093 g/mol
- E_HOMO: -0.3699 Ha
- HOMO-LUMO gap: 0.39893 Ha
- SMILES string: OCc1nc[nH]n1

---

*b*
One molecule with the formula C3H5N3O, computed with ωB97M-V/def2-TZVPD.

Geometry as XYZ:
```
12
Properties=species:S:1:pos:R:3:nbo_charge:R:1
C -2.09865 -0.33326 -0.12438 0.26
C 1.45381 -0.97662 -0.14748 -0.19
C 2.12812 0.31170 0.00305 0.36
H -2.04193 1.56725 0.09546 0.35
H -2.18181 -1.48726 -0.53118 0.22
H 0.02177 0.74885 0.38215 0.40
H 2.11459 -1.79473 -0.24688 0.20
H 3.25198 0.10753 -0.16594 0.12
N -2.86404 0.65192 -0.09655 -0.59
N -0.59641 -0.16838 0.34090 -0.44
N 0.21642 -1.11237 0.13874 -0.13
O 1.58048 1.40616 -0.07529 -0.56
```

Properties
- Molecular weight: 99.093 g/mol
- E_HOMO: -0.3358 Ha
- HOMO-LUMO gap: 0.32268 Ha
- SMILES string: [H]/N=C\N/N=C\C=O

---

Most stable: *a*